No. 1
Molecular formula: C22H25N6OPd
Method: DFT, ωB97M-V/def2-TZVPD

Geometry as XYZ:
```
55
Properties=species:S:1:pos:R:3:forces:R:3:lowdin_charge:R:1
Pd 0.075623 0.182114 0.530695 -0.157 0.881 -0.603 1.07
C 4.323932 0.684965 -2.712667 0.010 0.013 -0.071 -0.08
C 4.832603 1.009661 -1.465503 0.065 -0.004 -0.062 -0.07
C 4.103054 0.749491 -0.316789 -0.292 0.054 0.202 -0.03
C 2.846354 0.147033 -0.405149 0.409 0.083 -0.555 -0.28
C 2.335864 -0.170660 -1.675481 0.155 -0.090 0.449 -0.05
C 3.070986 0.092507 -2.813789 0.046 0.065 -0.037 -0.08
N 2.020078 -0.105778 0.694644 0.130 -0.082 0.563 -0.05
C 2.348622 -0.625742 1.890833 -0.646 0.242 -0.758 -0.20
C 3.643713 -0.892991 2.377270 0.557 -0.315 0.487 -0.01
C 3.803883 -1.362342 3.658260 0.060 0.264 -0.689 -0.04
C 2.702436 -1.579060 4.510187 -0.780 -0.069 0.295 -0.06
C 1.421404 -1.411509 4.050890 0.376 -0.317 0.479 0.00
C 1.228224 -0.980710 2.730561 0.239 -0.101 -0.338 -0.20
N 0.026951 -0.887109 2.106429 -0.522 0.134 0.436 -0.10
N -1.108776 -1.124944 2.670212 1.097 -0.249 0.564 0.11
C -2.169467 -0.746037 1.910162 -0.919 0.405 -1.057 -0.31
C -3.480174 -1.007259 2.328478 0.531 -0.077 0.153 0.01
C -4.531251 -0.630192 1.525734 -0.091 0.144 -0.331 -0.04
C -4.283249 0.004425 0.307883 -0.135 -0.116 0.263 -0.04
C -2.976162 0.267020 -0.039417 0.121 0.156 -0.097 -0.11
N -1.944166 -0.079720 0.729666 -0.193 -0.189 0.645 -0.03
H 4.897422 0.895167 -3.605452 0.011 -0.012 0.011 0.11
H 5.806152 1.475085 -1.385316 -0.010 0.016 0.015 0.11
H 4.477920 1.056996 0.650365 0.055 0.017 -0.048 0.11
H 1.374219 -0.666815 -1.740700 -0.035 0.047 -0.048 0.10
H 2.670301 -0.166804 -3.784966 -0.001 -0.020 0.003 0.11
H 4.505792 -0.746649 1.744100 -0.051 0.000 0.011 0.10
H 4.803466 -1.565571 4.018095 0.006 0.009 0.029 0.12
H 2.860807 -1.900680 5.530084 0.045 -0.021 -0.024 0.11
H 0.560688 -1.626635 4.668629 0.015 0.019 0.010 0.12
H -3.627773 -1.502607 3.277021 -0.002 -0.019 -0.013 0.12
H -5.548726 -0.828387 1.834488 0.009 -0.017 0.015 0.12
H -5.090951 0.299067 -0.344990 0.024 0.008 -0.024 0.11
H -2.725311 0.783644 -0.957689 0.018 -0.005 0.017 0.12
C -0.562960 5.288749 -1.790921 -0.036 0.026 -0.024 -0.04
N 0.126839 4.013031 -1.678129 0.016 -0.021 -0.205 -0.14
C 0.501114 3.400943 -2.944779 0.062 -0.084 0.023 -0.02
C 0.105875 3.237455 -0.570421 0.154 0.255 -0.042 -0.46
O 0.166177 1.994108 -0.729597 -0.361 -0.597 0.628 -0.07
N 0.056170 3.894212 0.629518 0.150 -0.202 -0.162 -0.13
C 0.806008 5.134304 0.830234 0.045 0.001 -0.013 -0.04
C -0.183435 3.179227 1.868823 -0.020 -0.092 -0.035 -0.05
H -1.350410 5.204580 -2.543736 0.021 -0.015 -0.010 0.10
H 0.123907 6.076344 -2.106128 -0.016 0.020 0.042 0.10
H -1.026721 5.567708 -0.850153 0.017 -0.014 -0.007 0.09
H 0.975496 4.158901 -3.567055 -0.037 0.009 -0.017 0.10
H -0.365156 2.994757 -3.473177 -0.025 0.034 0.006 0.10
H 1.207763 2.594098 -2.768335 -0.005 0.025 -0.015 0.08
H 1.251411 5.472615 -0.098581 -0.008 0.024 0.020 0.09
H 1.614382 4.954771 1.543587 -0.020 -0.021 0.001 0.10
H 0.158482 5.913595 1.234095 0.020 0.028 -0.037 0.10
H -1.049363 2.531509 1.773366 -0.021 -0.163 -0.004 0.07
H -0.404912 3.913564 2.641966 -0.038 -0.004 -0.021 0.10
H 0.692344 2.606254 2.191546 -0.042 -0.062 -0.023 0.09
```
Positions in Å, forces in eV/Å.

Summary:
Relative energy (zero: lowest compared OMol25 entry of this formula, charge and spin) = 0.0 kJ/mol
2S+1 = 1
LUMO level (alpha / beta) = -4.61 / -4.39 eV
Charge = +1

No. 2
Molecular formula: C22H25NO2
Method: DFT, ωB97M-V/def2-TZVPD

Geometry as XYZ:
```
50
Properties=species:S:1:pos:R:3:forces:R:3:lowdin_charge:R:1
O -3.228262 -1.138690 -1.785663 -0.309 -0.317 0.049 -0.04
C -2.268571 -0.115232 -1.834012 0.319 0.222 0.044 -0.20
C -1.657530 0.271524 -0.467446 -0.100 0.128 0.121 -0.42
C -2.620124 1.221565 0.294982 0.170 -0.218 -0.158 -0.10
C -4.010039 0.688969 0.490632 -0.046 0.196 0.090 -0.24
C -5.034673 1.043993 -0.383477 0.036 0.036 0.045 -0.06
C -6.314537 0.542995 -0.219239 -0.108 -0.035 -0.042 -0.08
C -6.593215 -0.319276 0.827229 -0.096 -0.021 -0.014 -0.09
C -5.587865 -0.665004 1.714187 -0.014 -0.059 0.065 -0.07
C -4.309801 -0.161512 1.549956 -0.035 0.016 -0.007 -0.04
C -1.362989 -0.981530 0.367767 0.119 -0.104 -0.264 -0.12
C -0.185367 -1.781843 -0.202043 -0.251 -0.049 0.162 -0.16
N 1.034965 -1.013307 -0.334332 0.224 -0.129 0.040 -0.15
C 1.693168 -0.719962 0.931417 0.132 -0.062 -0.199 -0.11
C 3.105001 -0.293705 0.701997 -0.213 0.840 0.281 -0.24
C 3.672299 0.940819 0.710381 -0.333 -0.508 0.088 0.04
C 5.054111 0.752231 0.403927 0.244 -0.609 -0.138 -0.16
C 6.160112 1.586656 0.260344 -0.112 -0.088 0.009 -0.03
C 7.372778 1.010955 -0.050115 0.153 0.106 -0.019 -0.10
C 7.502586 -0.368915 -0.218651 0.027 -0.018 -0.008 -0.09
C 6.422007 -1.217394 -0.082050 -0.313 -0.199 0.047 0.00
C 5.201682 -0.639310 0.229495 0.542 0.950 -0.011 -0.21
O 4.015750 -1.261394 0.415774 -0.088 -0.468 -0.071 0.11
C 0.809927 0.147327 -1.170048 -0.066 0.256 -0.110 -0.17
C -0.345540 1.043195 -0.697422 0.048 -0.336 -0.095 -0.11
H -3.978834 -0.835468 -1.258974 0.039 -0.054 -0.089 0.06
H -2.687692 0.788231 -2.302094 0.107 -0.002 0.007 0.13
H -1.488725 -0.497541 -2.494833 -0.017 0.118 -0.009 0.12
H -2.673111 2.161226 -0.261157 0.023 0.044 0.025 0.12
H -2.180836 1.437133 1.272448 0.049 0.053 -0.012 0.13
H -4.829929 1.725661 -1.197448 0.053 0.067 -0.074 0.12
H -7.095860 0.831009 -0.907035 -0.064 0.018 -0.057 0.10
H -7.590959 -0.710591 0.957210 -0.083 -0.033 0.011 0.10
H -5.801521 -1.324998 2.542035 -0.019 -0.057 0.066 0.10
H -3.538347 -0.424011 2.258463 0.104 -0.027 0.060 0.11
H -1.128816 -0.683938 1.392697 -0.036 0.035 0.103 0.12
H -2.243151 -1.624928 0.389565 0.004 0.018 0.111 0.11
H 0.014452 -2.646160 0.435866 -0.017 -0.033 -0.078 0.12
H -0.447859 -2.153668 -1.195383 -0.028 -0.094 0.009 0.13
H 1.702633 -1.645059 1.514103 -0.057 0.091 0.072 0.14
H 1.187923 0.062147 1.520766 0.098 -0.086 0.034 0.13
H 3.180676 1.870964 0.913472 -0.215 0.148 0.065 0.12
H 6.063427 2.654050 0.389659 0.018 0.106 0.008 0.11
H 8.245760 1.636106 -0.166920 0.066 0.051 -0.008 0.10
H 8.470903 -0.779974 -0.461474 0.067 -0.052 -0.021 0.10
H 6.513595 -2.283882 -0.211415 0.033 -0.126 -0.020 0.12
H 1.731064 0.733537 -1.206684 -0.059 -0.039 -0.125 0.12
H 0.610313 -0.219029 -2.180789 0.062 0.069 -0.023 0.12
H -0.506346 1.831968 -1.435371 -0.012 0.135 -0.001 0.12
H -0.054652 1.524044 0.239681 -0.048 0.119 0.039 0.11
```
Positions in Å, forces in eV/Å.

Summary:
Structure (SMILES) = OCC1(Cc2ccccc2)CCN(Cc2cc3ccccc3o2)CC1
Relative energy (zero: lowest compared OMol25 entry of this formula, charge and spin) = 33.2 kJ/mol
2S+1 = 1
LUMO level = 0.68 eV

No. 3
Molecular formula: C22H26BeN6P
Method: DFT, ωB97M-V/def2-TZVPD

Geometry as XYZ:
```
56
Properties=species:S:1:pos:R:3:forces:R:3:lowdin_charge:R:1
Be -0.948275 -0.989875 -0.539814 -2.324 2.334 0.839 0.04
N 1.327125 -1.310575 1.036386 -0.403 0.635 2.730 -0.10
P 1.209525 -0.989875 -0.589314 1.782 -2.316 -1.653 1.06
C 2.969925 -0.553275 -0.874314 0.125 0.947 -0.669 -0.33
C 3.266825 0.575025 -1.654014 0.126 -0.049 0.009 -0.09
C 4.591725 0.946425 -1.898314 -0.094 -0.181 0.106 -0.07
C 5.637525 0.197425 -1.363514 -0.200 0.063 -0.053 -0.06
C 5.361225 -0.924275 -0.585614 -0.432 0.053 -0.013 -0.06
C 4.037225 -1.297175 -0.342714 -0.122 -0.200 0.070 -0.08
C 1.134125 -2.718975 -1.233214 0.495 -0.807 -0.614 -0.33
C 1.948025 -3.156175 -2.292514 -0.083 -0.190 -0.034 -0.08
C 1.855025 -4.460975 -2.790214 -0.171 0.309 0.185 -0.06
C 0.926625 -5.348975 -2.255914 0.040 0.103 0.030 -0.07
C 0.087225 -4.930375 -1.229414 0.048 0.382 0.060 -0.06
C 0.188125 -3.628175 -0.729114 0.101 0.012 -0.168 -0.11
C 0.160225 -1.248575 1.818886 -0.079 -0.283 0.031 -0.33
C 0.220825 -1.510875 3.183786 -0.390 0.118 0.596 0.01
C -0.953675 -1.476875 3.931486 0.586 -0.002 -0.270 -0.03
C -2.153475 -1.192375 3.293086 0.071 0.239 -0.404 -0.04
C -2.124075 -0.960275 1.929386 -0.272 0.020 -0.020 -0.09
N -0.997775 -0.989875 1.183886 1.011 -1.409 1.643 -0.02
H 2.042225 -0.780875 1.527286 0.348 -0.404 -0.241 0.12
H 2.466125 1.174525 -2.083114 0.093 -0.121 0.114 0.10
H 4.805125 1.820325 -2.508414 -0.066 -0.150 0.113 0.11
H 6.667625 0.485925 -1.556014 -0.176 -0.045 0.033 0.11
H 6.174825 -1.514475 -0.171914 -0.190 0.075 -0.049 0.11
H 3.843125 -2.187375 0.253286 -0.024 0.137 -0.121 0.12
H 2.669225 -2.486375 -2.754614 -0.057 -0.027 0.186 0.10
H 2.504925 -4.776775 -3.601814 -0.090 0.083 0.132 0.11
H 0.848925 -6.359775 -2.646114 0.020 0.149 0.071 0.11
H -0.654675 -5.609075 -0.817814 0.118 0.127 -0.044 0.11
H -0.498575 -3.327475 0.057886 0.050 -0.101 0.080 0.08
H 1.165525 -1.749275 3.659886 -0.059 0.020 -0.160 0.12
H -0.930975 -1.676675 4.998386 0.046 -0.014 -0.150 0.12
H -3.087875 -1.158275 3.841386 0.092 0.022 -0.173 0.12
H -3.033875 -0.739475 1.378286 0.177 -0.168 0.000 0.10
C -4.458775 3.460725 0.438586 -0.057 0.011 -0.201 -0.07
C -3.322475 4.472525 0.285186 -0.121 -0.164 0.406 -0.41
C -2.668975 4.752725 1.638886 0.137 0.142 -0.011 -0.08
C -2.302375 4.052125 -0.788214 -0.580 1.150 -0.411 -0.11
N -1.596975 2.822525 -0.528814 0.299 -1.092 -0.269 -0.09
C -1.885675 1.569825 -0.966414 0.226 0.883 0.488 -0.08
N -0.948275 0.755525 -0.539814 -0.073 3.133 0.069 -0.11
N -0.059975 1.539825 0.158686 -0.554 1.434 -0.396 0.03
N -0.444175 2.809625 0.157386 -0.165 -3.107 -0.406 0.12
H -5.230975 3.850025 1.111086 0.175 -0.083 -0.110 0.09
H -4.104975 2.512325 0.855586 0.011 0.049 -0.002 0.07
H -4.931675 3.255825 -0.527514 -0.025 -0.024 0.101 0.08
H -3.770775 5.414025 -0.059214 0.220 -0.155 -0.181 0.14
H -2.272375 3.840325 2.095586 -0.004 0.067 -0.069 0.07
H -3.398475 5.180025 2.335386 0.092 -0.102 -0.150 0.09
H -1.848375 5.470225 1.534986 -0.064 -0.111 0.077 0.08
H -1.548675 4.838225 -0.920614 -0.100 -0.249 0.106 0.14
H -2.807875 3.935725 -1.754914 0.082 -0.049 0.201 0.14
H -2.747975 1.311525 -1.561514 0.069 -0.027 0.113 0.14
H -2.375875 -0.989875 -0.539814 0.334 -1.066 -1.547 0.02
```
Positions in Å, forces in eV/Å.

Summary:
2S+1 = 1
LUMO level = -2.74 eV
Charge = +1

No. 4
Molecular formula: C22H26BrNO6
Method: DFT, ωB97M-V/def2-TZVPD

Geometry as XYZ:
```
56
Properties=species:S:1:pos:R:3:forces:R:3:lowdin_charge:R:1
C 2.226834 0.691569 3.737599 -0.176 -0.835 0.450 -0.11
C 2.917587 -0.071961 2.550412 0.661 0.254 -0.583 -0.21
C 2.681426 0.577433 1.135361 0.766 1.303 1.442 -0.21
O 1.295005 0.937095 1.010181 0.651 -1.678 -1.184 -0.16
C 0.589219 0.101512 0.079257 -0.783 1.049 0.556 -0.11
C 0.223660 1.055008 -1.169662 2.082 -2.202 -0.369 -0.32
C -0.767643 0.341341 -2.156215 0.106 -1.231 -1.124 -0.04
C -1.048373 -1.195190 -1.815306 -1.198 2.044 1.195 -0.16
O -1.983747 -1.656950 -2.821542 1.317 -1.310 0.234 -0.05
C -1.503627 -2.870633 -3.337071 0.442 -0.397 -0.373 -0.49
C -1.479259 -4.144543 -2.433165 -0.880 0.311 -0.139 0.01
O -1.084993 -2.904564 -4.459433 -0.452 0.003 0.444 0.13
O -0.059580 2.346612 -0.657214 -1.249 0.007 0.223 -0.12
C -1.385743 2.745706 -0.589264 -0.214 0.771 -1.681 -0.68
Br -1.375476 4.684338 -0.096605 0.018 -0.910 -0.077 0.73
O -2.261781 1.962451 0.199342 1.258 0.130 0.647 -0.01
C -1.836429 1.737128 1.502754 -0.013 -1.767 2.160 -0.42
O -1.053296 2.379647 2.139153 -0.234 0.436 -1.067 0.12
C -2.420962 0.452588 2.168162 -1.595 -1.310 -0.697 -0.10
C -3.607478 -0.143298 1.545416 0.727 -1.104 1.477 -0.02
C -4.189981 -1.375868 2.084897 2.075 1.132 0.857 -0.07
C -3.547699 -1.981183 3.247240 0.496 1.203 -0.632 -0.08
C -2.368013 -1.383149 3.882826 -0.652 0.863 -1.673 -0.06
C -1.794453 -0.162619 3.345123 -1.697 -0.298 -1.343 0.00
C 1.613912 1.206904 -1.933940 0.654 1.663 -0.043 -0.10
C 2.232440 2.522466 -2.052116 1.794 -2.678 -1.358 0.04
C 3.516776 2.453966 -2.747573 -1.575 -0.831 0.612 -0.05
C 3.992875 1.195427 -3.252341 1.373 0.734 -0.611 -0.17
N 3.451734 -0.056609 -3.170958 -1.671 3.304 1.594 0.07
C 2.280046 0.051721 -2.479886 -1.029 -0.667 0.401 -0.12
H 1.240470 1.151173 3.486665 0.890 -0.328 -0.072 0.05
H 2.890176 1.467837 4.195454 -0.538 -0.574 -0.580 0.08
H 2.028987 -0.075308 4.542760 0.198 0.866 -0.652 0.07
H 2.637966 -1.156720 2.485040 0.049 0.934 0.338 0.10
H 4.030384 -0.020330 2.740485 -1.044 -0.340 -0.264 0.11
H 3.091451 -0.022694 0.285652 -0.580 0.250 0.678 0.12
H 3.257532 1.551791 1.132661 -0.602 -0.887 -0.131 0.13
H 1.173535 -0.801067 -0.232472 -0.377 0.879 0.177 0.12
H -0.320738 -0.267459 0.619411 0.547 0.341 -0.580 0.12
H -1.777495 0.782987 -2.318712 0.793 -0.107 0.454 0.12
H -0.284845 0.305551 -3.175378 -0.593 0.292 0.970 0.13
H -0.115770 -1.800786 -1.739374 -0.833 0.360 -0.198 0.11
H -1.625077 -1.176228 -0.843913 0.871 -0.477 -0.760 0.13
H -0.527146 -4.200719 -1.847668 -0.860 0.063 -0.498 0.09
H -1.574496 -5.032738 -3.112773 0.330 0.919 0.645 0.09
H -2.370784 -4.147376 -1.749851 0.990 0.082 -0.428 0.09
H -1.822467 2.758535 -1.624894 0.092 -0.074 1.258 0.12
H -4.053609 0.337006 0.639619 0.486 -0.494 0.996 0.11
H -5.076549 -1.841956 1.589114 0.945 0.475 0.640 0.10
H -3.961428 -2.939543 3.650005 0.467 1.045 -0.356 0.10
H -1.877208 -1.874402 4.757568 -0.620 0.472 -0.906 0.10
H -0.893059 0.343706 3.753586 -0.821 -0.627 -0.206 0.10
H 1.828204 3.483404 -1.678365 0.151 -1.021 -0.189 0.12
H 4.126078 3.375426 -2.889590 -0.523 -0.977 0.022 0.10
H 4.969965 1.231066 -3.806245 -0.997 -0.028 0.603 0.11
H 1.752941 -0.927504 -2.314215 0.577 0.965 -0.298 0.11
```
Positions in Å, forces in eV/Å.

Summary:
Structure (SMILES) = CCCOC[C@@](CCOC(C)=O)(O[C@H](Br)OC(=O)c1ccccc1)c1cccnc1
Relative energy (zero: lowest compared OMol25 entry of this formula, charge and spin) = 402.4 kJ/mol
2S+1 = 1
LUMO level = 0.02 eV